# 1
The following is a quantum chemistry calculation of a 11-piece molecular cluster, C22H66O11 overall at a distorted geometry, from OMol25.

Geometry (Å):
C (2.63392, 2.25417, 3.87891)
C (2.08183, 1.79132, 2.55228)
O (1.76823, 2.92407, 1.80628)
H (2.29557, 3.24203, 4.19157)
H (3.69883, 2.45451, 3.76090)
H (2.54123, 1.43301, 4.58968)
H (1.24482, 1.09922, 2.64459)
H (2.93728, 1.19372, 2.23736)
H (0.90898, 3.23345, 2.10223)
C (-3.41738, 2.26795, -1.24546)
C (-3.23164, 3.72568, -0.70891)
O (-3.84391, 3.82898, 0.51102)
H (-3.09025, 2.39158, -2.27784)
H (-4.38320, 1.76756, -1.31563)
H (-2.82373, 1.49838, -0.75207)
H (-3.51958, 4.47771, -1.44350)
H (-2.15959, 3.88385, -0.59137)
H (-3.22599, 4.02618, 1.21876)
C (-1.30207, -5.03762, 0.53417)
C (-2.37131, -4.00706, 0.20873)
O (-2.28494, -3.03197, 1.19037)
H (-1.75887, -5.80255, 1.16211)
H (-0.51540, -4.58803, 1.14007)
H (-0.94530, -5.49582, -0.38826)
H (-3.36527, -4.44797, 0.13306)
H (-2.15364, -3.45435, -0.70517)
H (-1.58087, -3.28423, 1.79224)
C (2.25669, -3.99160, 3.32734)
C (0.76573, -4.25716, 3.51507)
O (-0.02505, -3.09632, 3.50056)
H (2.59769, -4.02625, 2.29264)
H (2.82821, -4.75115, 3.86077)
H (2.50365, -3.00070, 3.70844)
H (0.69680, -4.67738, 4.51844)
H (0.44758, -5.04870, 2.83659)
H (0.19326, -2.49417, 4.21565)
C (4.40869, 3.09062, -0.46662)
C (4.29239, 1.57784, -0.65647)
O (2.87095, 1.22716, -0.51711)
H (4.61082, 3.28684, 0.58635)
H (3.50496, 3.62109, -0.76655)
H (5.32774, 3.38085, -0.97576)
H (4.91761, 1.09154, 0.09235)
H (4.67001, 1.22549, -1.61634)
H (2.54949, 1.56209, 0.32319)
C (-1.21921, 2.37410, 3.71191)
C (-1.41605, 3.85972, 3.25547)
O (-0.49941, 4.26322, 2.28339)
H (-1.38755, 1.69100, 2.87937)
H (-1.92411, 2.16053, 4.51541)
H (-0.25883, 2.21407, 4.20199)
H (-1.34017, 4.49093, 4.14086)
H (-2.44370, 3.84581, 2.89237)
H (-0.85002, 5.08792, 1.93909)
C (0.35852, 2.30193, -2.89915)
C (1.53958, 2.87797, -3.50737)
O (2.29216, 1.84320, -4.19492)
H (-0.36799, 2.43568, -3.70065)
H (0.05059, 2.90872, -2.04764)
H (0.45450, 1.25248, -2.62068)
H (2.13940, 3.21305, -2.66119)
H (1.31647, 3.73535, -4.14238)
H (2.65759, 1.36960, -3.44407)
C (-2.12573, -2.77387, -4.84014)
C (-0.93840, -1.92920, -4.38816)
O (-0.47539, -2.65804, -3.22958)
H (-1.93402, -3.68670, -5.40414)
H (-2.81971, -2.17902, -5.43397)
H (-2.59582, -3.01909, -3.88779)
H (-1.29263, -0.95709, -4.04522)
H (-0.03619, -1.90704, -4.99941)
H (-0.38341, -2.03037, -2.50905)
C (3.19869, -1.32996, -3.25425)
C (4.15154, -1.34672, -4.42846)
O (4.64277, 0.00322, -4.57128)
H (2.36932, -0.67031, -3.50941)
H (3.58965, -0.87072, -2.34631)
H (2.82738, -2.33622, -3.06014)
H (3.83758, -1.72938, -5.39960)
H (5.08216, -1.77871, -4.06047)
H (5.27392, 0.21666, -3.88013)
C (-0.53826, -0.44622, 0.99191)
C (0.67642, -1.01832, 0.30013)
O (0.44203, -0.71755, -1.12444)
H (-0.54015, -0.97437, 1.94540)
H (-1.49034, -0.63258, 0.49500)
H (-0.46061, 0.63801, 1.07265)
H (0.73088, -2.10656, 0.27093)
H (1.56135, -0.65161, 0.82024)
H (1.30445, -0.34119, -1.31466)
C (-5.33874, -0.38478, 2.41794)
C (-5.22807, -0.87518, 0.99648)
O (-5.16698, -2.19831, 0.96952)
H (-5.71903, 0.62967, 2.53784)
H (-4.38255, -0.62671, 2.88190)
H (-6.01794, -1.04918, 2.95214)
H (-4.39936, -0.34774, 0.52410)
H (-6.15150, -0.50506, 0.55106)
H (-4.30975, -2.39861, 1.35244)

Cartesian forces, eV/Å:
C 0.704 -0.083 0.565
C 0.473 0.092 1.589
O 0.699 -0.631 -1.579
H -0.808 -0.389 0.342
H 0.196 -0.223 -0.060
H -0.089 0.406 0.546
H -0.257 0.043 0.104
H -0.132 0.056 -1.386
H -0.357 0.488 -0.118
C 0.488 0.651 -1.060
C 0.895 -2.081 -0.667
O -1.241 0.726 1.733
H 0.286 -0.624 -0.285
H -0.572 0.957 0.310
H 0.537 0.416 0.203
H -0.670 -0.023 0.081
H 0.312 -0.123 -0.136
H -0.017 0.042 -0.274
C -0.846 -0.647 -0.491
C 1.057 -0.139 -0.160
O -0.959 1.093 1.161
H 0.135 -0.202 -0.047
H 0.297 0.007 -0.557
H 0.358 -0.163 0.258
H -0.095 0.109 0.041
H -0.039 -0.306 -0.765
H -0.030 0.330 0.502
C 0.095 0.035 -0.431
C 1.451 -0.439 1.650
O -0.949 0.239 -1.450
H -0.173 0.082 -0.150
H 0.069 0.120 0.074
H 0.128 -0.058 0.204
H -0.271 -0.325 0.082
H -0.533 0.531 -0.142
H 0.198 -0.265 0.132
C 0.999 -0.700 0.240
C -1.323 0.693 0.655
O 1.113 -0.974 -0.905
H -0.319 0.164 0.080
H 0.320 0.000 -0.259
H -0.248 0.579 -0.267
H -0.197 -0.310 0.176
H -0.545 0.087 -0.206
H -0.013 0.483 0.111
C 0.219 1.140 0.036
C -0.650 -2.041 1.634
O -0.184 0.064 -0.464
H 0.122 -0.050 0.116
H -0.344 0.052 -0.237
H 0.289 0.001 -0.393
H -0.149 0.173 -0.004
H -0.128 0.534 -0.086
H 0.455 0.223 -0.294
C -2.446 0.125 -0.322
C 2.687 -0.150 0.499
O -0.578 1.030 0.075
H -0.901 -0.681 0.378
H -0.230 -0.197 0.121
H 0.054 0.199 0.063
H 0.589 0.493 -0.269
H 0.226 -0.302 -0.252
H 0.462 -0.320 -0.282
C -0.383 -0.416 -0.130
C -0.437 -0.527 1.269
O 0.099 -0.183 -1.407
H 0.441 0.127 0.209
H 0.129 0.304 0.091
H -0.546 -0.214 -0.348
H 0.480 0.205 -0.268
H 0.065 0.113 -0.643
H 0.461 1.113 1.867
C -1.212 -0.233 -0.692
C 2.467 1.633 2.049
O -0.776 0.692 -1.163
H -0.413 -0.157 -0.196
H 0.566 -0.359 -0.040
H -0.124 -0.050 0.305
H -0.206 0.105 0.324
H -0.293 -1.533 -0.514
H 0.022 -0.299 -0.004
C 0.059 -0.536 0.471
C -2.260 -0.669 -0.672
O 1.410 -0.001 0.463
H -0.431 0.531 0.443
H 0.214 -0.384 -0.119
H 0.250 -0.035 0.269
H -0.199 -0.173 0.748
H 0.392 0.352 -1.020
H 0.421 0.595 -1.036
C 0.153 -0.711 0.826
C -1.623 4.177 0.523
O 0.592 -3.255 -0.649
H 0.566 0.100 0.005
H 0.258 0.784 0.443
H -0.368 0.038 -0.123
H 0.300 -0.072 -0.420
H -0.027 -0.360 -0.741
H 0.329 -0.720 0.118

The multiplicity is 2. For the energy relative to the best compared isomer or geometry (same formula, charge and spin), the calculation gives 364.81 kJ/mol. Its net charge is +1. The total energy comes out at -46391.631 eV. The largest force on an atom comes out at 4.51 eV Å⁻¹.

Results of the Löwdin charge analysis, in e, for atoms 1 through 6: atom 1 (C): -0.08, atom 2 (C): -0.36, atom 3 (O): -0.06, atom 4 (H): 0.08, atom 5 (H): 0.08, atom 6 (H): 0.08

# 2
The following is a quantum chemistry calculation of the molecule C5H12N4O, from OMol25.

Geometry (Å):
C (0.39701, 0.80187, -0.06918)
C (-0.91219, 1.47645, -0.48063)
C (0.39641, 0.41415, 1.41145)
C (1.58529, 1.74602, -0.35457)
N (-0.72434, -1.69490, -0.59862)
C (0.71661, -2.25766, -0.04494)
N (-1.91759, -2.01010, 0.02081)
N (0.61325, -0.32648, -1.02306)
N (1.43065, -1.30626, -0.60128)
O (0.82427, -3.28446, 0.55876)
H (-0.77338, -2.01875, -1.56328)
H (-2.73111, -1.82306, -0.55199)
H (-1.98323, -1.57150, 0.92937)
H (-0.90980, 1.68792, -1.55080)
H (-1.04110, 2.41595, 0.05936)
H (-1.76929, 0.83810, -0.25914)
H (1.33167, -0.06418, 1.69915)
H (0.26427, 1.31021, 2.01992)
H (-0.41546, -0.27124, 1.65881)
H (1.47787, 2.65203, 0.24622)
H (1.61309, 2.02476, -1.40827)
H (2.52709, 1.26113, -0.09810)

Cartesian forces, eV/Å:
C -0.024 -0.076 0.044
C 0.124 -0.070 0.019
C 0.019 -0.038 -0.185
C -0.142 -0.144 0.013
N 0.721 0.377 -0.002
C -0.371 -0.022 -0.019
N -0.024 -0.060 0.075
N -0.303 -0.340 0.297
N -0.096 0.112 -0.044
O -0.045 0.335 -0.149
H 0.051 0.005 0.054
H 0.105 0.021 0.024
H -0.014 0.012 -0.072
H 0.023 -0.007 0.023
H 0.028 -0.028 -0.007
H 0.020 -0.004 0.007
H 0.009 0.009 -0.024
H 0.003 -0.003 -0.045
H -0.018 -0.005 -0.017
H -0.021 -0.049 -0.013
H -0.019 -0.019 0.020
H -0.026 -0.007 0.002

For the energy relative to the best compared isomer or geometry (same formula, charge and spin), the calculation gives 393.79 kJ/mol. Its net charge is 0. The total energy comes out at -13383.355 eV. The largest force on an atom comes out at 0.81 eV Å⁻¹. Its SMILES is CC(C)(C)/N=N/C(=O)NN.

Results of the natural (NBO) charge analysis, in e, for atoms 1 through 6: atom 1 (C): 0.06, atom 2 (C): -0.61, atom 3 (C): -0.64, atom 4 (C): -0.60, atom 5 (N): -0.35, atom 6 (C): 0.72

# 3
The following is a quantum chemistry calculation of the molecule C3H8NP at a distorted geometry, from OMol25.

Geometry (Å):
C (-1.23590, 0.53257, 0.01663)
C (0.06585, 0.15755, -0.53027)
C (1.25036, 1.12667, -0.76282)
N (-0.34931, -0.33578, 0.74448)
P (-0.65009, -2.16440, 1.05160)
H (-1.50808, 1.52375, 0.47879)
H (-2.08347, 0.07954, -0.50754)
H (-0.06549, -0.42125, -1.39186)
H (1.32320, 1.14879, -1.83193)
H (2.15240, 0.65077, -0.36683)
H (1.08814, 2.10286, -0.42589)
H (-0.74470, -2.07441, 2.44235)
H (0.75710, -2.32665, 1.08328)

Cartesian forces, eV/Å:
C -1.848 0.869 0.491
C 0.935 1.893 -0.082
C -0.524 -2.685 0.132
N 0.008 -1.740 1.278
P 0.640 2.321 -1.204
H 0.665 -1.052 -0.468
H 0.038 0.080 0.198
H -0.067 -1.498 -1.049
H 0.374 0.259 -0.671
H 0.039 0.445 0.027
H -0.139 1.351 0.892
H -0.010 0.149 0.386
H -0.111 -0.393 0.073

For the energy relative to the best compared isomer or geometry (same formula, charge and spin), the calculation gives 134.50 kJ/mol. Its net charge is 0. The total energy comes out at -14017.377 eV. The largest force on an atom comes out at 2.74 eV Å⁻¹. Its SMILES is C[C@@H]1CN1P.

Results of the natural (NBO) charge analysis, in e, for atoms 1 through 6: atom 1 (C): -0.25, atom 2 (C): -0.08, atom 3 (C): -0.61, atom 4 (N): -0.64, atom 5 (P): 0.46, atom 6 (H): 0.19

- Which value of net charge does entry 1 give?
  +1

- Which of these has the highest energy relative to the best compared isomer or geometry (same formula, charge and spin)?
  C5H12N4O

- Among the records above, which one has the highest net charge?
  C22H66O11

Please write out number 3 again, unchanged.
The following is a quantum chemistry calculation of the molecule C3H8NP at a distorted geometry, from OMol25.

Geometry (Å):
C (-1.23590, 0.53257, 0.01663)
C (0.06585, 0.15755, -0.53027)
C (1.25036, 1.12667, -0.76282)
N (-0.34931, -0.33578, 0.74448)
P (-0.65009, -2.16440, 1.05160)
H (-1.50808, 1.52375, 0.47879)
H (-2.08347, 0.07954, -0.50754)
H (-0.06549, -0.42125, -1.39186)
H (1.32320, 1.14879, -1.83193)
H (2.15240, 0.65077, -0.36683)
H (1.08814, 2.10286, -0.42589)
H (-0.74470, -2.07441, 2.44235)
H (0.75710, -2.32665, 1.08328)

Cartesian forces, eV/Å:
C -1.848 0.869 0.491
C 0.935 1.893 -0.082
C -0.524 -2.685 0.132
N 0.008 -1.740 1.278
P 0.640 2.321 -1.204
H 0.665 -1.052 -0.468
H 0.038 0.080 0.198
H -0.067 -1.498 -1.049
H 0.374 0.259 -0.671
H 0.039 0.445 0.027
H -0.139 1.351 0.892
H -0.010 0.149 0.386
H -0.111 -0.393 0.073

For the energy relative to the best compared isomer or geometry (same formula, charge and spin), the calculation gives 134.50 kJ/mol. Its net charge is 0. The total energy comes out at -14017.377 eV. The largest force on an atom comes out at 2.74 eV Å⁻¹. Its SMILES is C[C@@H]1CN1P.

Results of the natural (NBO) charge analysis, in e, for atoms 1 through 6: atom 1 (C): -0.25, atom 2 (C): -0.08, atom 3 (C): -0.61, atom 4 (N): -0.64, atom 5 (P): 0.46, atom 6 (H): 0.19